Density functional theory data (the ωB97M-V functional and the def2-TZVPD basis) for a cluster of 15 separate species, C101H120BrF15N18O15S5 in total.

## Properties
Energy relative to the best compared isomer or geometry (same formula, charge and spin) (kcal per mole): 0.00
E_HOMO (eV): -14.29
Total charge: +10
Frontier orbital gap (eV): 1.651
2S+1: 1
E (eV): -329094.4997

Positions of all 275 atoms, in Å:
C -0.12843 3.01808 -13.84385
N -0.11190 2.20752 -12.65535
C -0.26666 0.83036 -12.78180
C -0.29851 -0.01567 -11.72295
C -0.09543 0.58748 -10.46818
C 0.05821 1.98602 -10.27404
C 0.10641 2.76857 -11.45432
C -0.12336 -0.30756 -9.28763
C 0.83130 -1.37910 -9.22567
C 0.83595 -2.22073 -8.09518
N -0.14510 -2.07668 -7.10670
C -1.00421 -1.04860 -7.16038
C -0.98976 -0.19193 -8.23897
C -0.19818 -3.08624 -6.03812
H 0.83658 3.38786 -14.19889
H -0.73619 3.90950 -13.68915
H -0.46012 2.44100 -14.71464
H -0.48351 0.54307 -13.78138
H -0.46274 -1.05097 -11.80934
H 0.29447 2.50987 -9.32129
H 0.28762 3.83723 -11.49294
H 1.62122 -1.34316 -9.95025
H 1.48541 -3.07070 -8.03499
H -1.81967 -1.02438 -6.41385
H -1.62080 0.66838 -8.14430
H -1.19056 -3.04536 -5.60172
H 0.51808 -2.79033 -5.30461
H 0.04399 -4.08682 -6.30422
C 9.31274 2.23355 4.75473
N 10.06304 3.44427 5.31967
C 9.55884 4.19809 6.40857
C 10.26491 5.30274 6.71331
C 11.53085 5.55911 6.14522
C 12.05938 4.75754 5.15892
C 11.26775 3.67116 4.77936
C 12.27519 6.72732 6.61393
C 13.58184 6.53551 7.02970
C 14.36381 7.60862 7.45933
N 13.89080 8.88577 7.44486
C 12.67223 9.09568 6.93201
C 11.78550 8.07804 6.55822
C 14.76927 9.95328 7.92890
H 8.89879 2.56934 3.78712
H 8.47493 2.00035 5.43119
H 9.95206 1.35762 4.69153
H 8.59047 3.90624 6.77489
H 9.89552 5.88161 7.59133
H 12.96736 5.03441 4.68427
H 11.69618 3.00910 4.01014
H 14.01182 5.52158 7.18935
H 15.32998 7.37011 7.85630
H 12.37119 10.12573 6.93151
H 10.83804 8.31845 6.09723
H 15.73303 9.56609 8.18394
H 14.40139 10.42648 8.89703
H 14.88258 10.74260 7.19942
C -3.55444 -9.49091 5.52128
N -4.06985 -8.14263 5.05325
C -4.40337 -8.04448 3.76127
C -5.16827 -6.97834 3.33308
C -5.42753 -5.92993 4.20080
C -4.94080 -5.99256 5.47550
C -4.33739 -7.12848 5.91682
C -6.12354 -4.71460 3.72152
C -5.78660 -4.09171 2.51400
C -6.65337 -3.17718 1.91981
N -7.74766 -2.79804 2.61117
C -7.92516 -3.16098 3.89179
C -7.17347 -4.18098 4.44150
C -8.69735 -1.91566 1.94566
H -3.69776 -9.54099 6.57763
H -2.48542 -9.49262 5.31168
H -4.10260 -10.28563 4.98709
H -4.14784 -8.91818 3.12580
H -5.45865 -7.00203 2.28421
H -5.00029 -5.18502 6.17471
H -4.19481 -7.26740 7.02063
H -4.91313 -4.38001 1.94438
H -6.47632 -2.63503 0.93778
H -8.83200 -2.82598 4.36243
H -7.36790 -4.56849 5.43012
H -8.25147 -0.89095 2.01908
H -9.59013 -2.07059 2.49428
H -8.79752 -2.18771 0.88917
C 3.87447 -17.54480 0.50333
N 5.10684 -18.27270 0.12934
C 5.94485 -18.71956 1.08061
C 7.03745 -19.43925 0.72248
C 7.41959 -19.47510 -0.66652
C 6.55145 -18.97626 -1.64192
C 5.32340 -18.40001 -1.19772
C 8.80491 -20.00787 -1.04799
C 9.00277 -21.31607 -1.41768
C 10.26566 -21.62122 -1.82628
N 11.23624 -20.72091 -2.05006
C 11.07001 -19.48098 -1.60929
C 9.86879 -19.06331 -1.16731
C 12.46625 -21.28317 -2.65903
H 3.62840 -17.80906 1.54769
H 3.02342 -18.00554 -0.06780
H 3.99207 -16.49790 0.30758
H 5.65086 -18.52585 2.13292
H 7.83949 -19.63960 1.41064
H 6.80628 -18.86799 -2.70669
H 4.48238 -18.19446 -1.82297
H 8.15710 -21.96587 -1.32621
H 10.48191 -22.65625 -2.05960
H 11.88860 -18.78434 -1.84261
H 9.82915 -18.00060 -0.89813
H 13.11283 -20.54214 -3.06462
H 12.21412 -21.98121 -3.44323
H 12.90954 -21.90423 -1.87864
C 2.76439 -1.07162 11.09599
N 2.67689 -1.80898 9.72233
C 3.11826 -1.13608 8.63962
C 3.04724 -1.77298 7.40160
C 2.60703 -3.08270 7.29279
C 2.06012 -3.66957 8.43662
C 2.18272 -3.04251 9.63452
C 2.82732 -3.84802 6.00328
C 3.77542 -3.44865 5.04320
C 4.11290 -4.29849 3.99792
N 3.48201 -5.49658 3.88316
C 2.54766 -5.89873 4.77040
C 2.14331 -5.01454 5.71920
C 3.77583 -6.45598 2.71924
H 3.44760 -0.18218 11.10166
H 3.05935 -1.73669 11.85541
H 1.77645 -0.82124 11.38654
H 3.47383 -0.10258 8.69932
H 3.45730 -1.24343 6.52012
H 1.70680 -4.67229 8.41986
H 1.90780 -3.58602 10.57328
H 4.40056 -2.54274 5.08347
H 4.91297 -4.12563 3.31969
H 1.98304 -6.83148 4.63728
H 1.33749 -5.44811 6.31443
H 4.01353 -5.74066 1.97666
H 2.92813 -7.11221 2.54950
H 4.63122 -7.03228 3.10739
C -8.14356 0.04245 -8.50776
N -8.40271 -1.24489 -9.21197
C -7.81777 -2.34682 -8.72816
C -8.14530 -3.58483 -9.29605
C -8.98605 -3.60854 -10.43927
C -9.51936 -2.42262 -10.97589
C -9.21160 -1.26056 -10.30023
C -9.54942 -4.92715 -10.77589
C -8.64145 -5.97181 -10.96778
C -9.23140 -7.21108 -11.20415
N -10.57301 -7.43992 -11.21182
C -11.40883 -6.43960 -10.95545
C -10.93688 -5.15500 -10.76319
C -11.00333 -8.80188 -11.57765
H -7.82571 -0.16814 -7.52010
H -9.05010 0.69355 -8.63537
H -7.28857 0.47229 -9.01102
H -7.19708 -2.23992 -7.85695
H -7.76839 -4.48580 -8.75546
H -10.24520 -2.38552 -11.77127
H -9.60518 -0.30350 -10.68803
H -7.51373 -5.91997 -11.05357
H -8.55968 -8.09563 -11.22533
H -12.50699 -6.58425 -10.98893
H -11.66191 -4.35389 -10.72648
H -10.71825 -9.44828 -10.73368
H -10.38335 -9.10458 -12.37218
H -12.02946 -8.68125 -11.70131
C 7.88315 13.86900 -6.00429
N 6.56535 13.20385 -5.87823
C 6.07555 12.86678 -4.64269
C 4.93866 12.07158 -4.55815
C 4.22572 11.65356 -5.68910
C 4.62712 12.24222 -6.90692
C 5.80972 13.01269 -7.00770
C 3.05865 10.76658 -5.52817
C 2.56181 10.08716 -6.61786
C 1.54496 9.15106 -6.41324
N 0.97996 9.08725 -5.21562
C 1.52417 9.64351 -4.12030
C 2.53291 10.58287 -4.27293
C -0.27326 8.37171 -5.04051
H 8.55440 13.15915 -6.55626
H 8.38106 13.98896 -5.02212
H 7.71697 14.82270 -6.55591
H 6.65797 13.14415 -3.75013
H 4.63489 11.87579 -3.54835
H 4.02783 12.13736 -7.79335
H 6.15483 13.44697 -7.99119
H 3.08246 10.11763 -7.59053
H 1.16556 8.45497 -7.12571
H 1.04592 9.47172 -3.18162
H 2.83791 11.21053 -3.45437
H -0.77054 8.96935 -4.31821
H -0.09803 7.38528 -4.66855
H -0.82194 8.35034 -5.96371
C -11.85914 10.89151 1.08211
C -12.45644 10.00435 0.06884
N -11.38712 9.27589 -0.59593
C -10.47537 8.48099 0.07046
C -9.55622 8.02743 -0.84169
N -10.00098 8.51207 -2.02366
C -11.00667 9.29791 -1.88106
C -9.39179 8.26443 -3.32215
H -11.66243 11.87610 0.73835
H -10.98514 10.43738 1.56012
H -12.59662 11.03543 1.82703
H -12.99869 10.57824 -0.70367
H -13.13288 9.24228 0.53557
H -10.50329 8.40770 1.13886
H -8.66993 7.49490 -0.70106
H -11.55053 9.82348 -2.69101
H -10.19461 8.11638 -4.03704
H -8.68704 7.42751 -3.33450
H -8.71832 9.11652 -3.55159
C -4.58108 11.72219 19.22628
C -3.22317 12.38408 19.44203
N -3.22096 13.56160 18.59154
C -4.20173 14.44106 18.50419
C -3.82347 15.40669 17.47805
N -2.59291 15.05239 17.05169
C -2.20522 13.99488 17.79225
C -1.94341 15.48363 15.80154
H -4.87456 11.84988 18.20480
H -5.34359 11.95610 20.00493
H -4.48876 10.63771 19.38662
H -2.50839 11.75627 18.98140
H -2.95751 12.61482 20.42947
H -5.02684 14.33502 19.22849
H -4.40421 16.12154 16.89373
H -1.19863 13.48331 17.78633
H -2.59407 15.31018 15.01274
H -0.97993 14.94616 15.61558
H -1.74973 16.53578 15.91622
Br 7.52091 -0.76133 2.19091
C -1.53145 -4.85474 3.36459
F -0.90484 -4.68521 2.21034
F -1.00258 -3.91476 4.17460
F -2.87309 -4.62469 3.26338
S -1.13872 -6.56001 4.07412
O -1.42778 -6.32632 5.49422
O -2.09120 -7.46691 3.37891
O 0.24463 -6.75641 3.57349
C -4.89806 0.74100 -0.31148
F -4.22585 -0.32097 0.17600
F -4.26705 1.81289 0.12408
F -4.80894 0.74695 -1.68057
S -6.68921 0.45292 0.26757
O -7.35211 1.58885 -0.32585
O -7.04433 -0.84987 -0.34689
O -6.47120 0.32853 1.68327
C -3.61605 -3.89291 -8.34445
F -2.32390 -3.55406 -8.37069
F -4.14637 -3.62312 -9.50185
F -3.80945 -5.14053 -8.03118
S -4.40984 -2.83344 -7.05279
O -4.24508 -1.51499 -7.54407
O -5.80593 -3.11461 -6.84973
O -3.74187 -2.98881 -5.83675
C -1.38990 6.71109 -8.97799
F -1.50449 7.94739 -8.49025
F -2.63781 6.20058 -9.04522
F -0.90423 6.74481 -10.27197
S -0.31505 5.76103 -7.89705
O 0.95106 6.49344 -7.91485
O -1.03924 5.83733 -6.64930
O -0.25004 4.41101 -8.53664
C 4.06314 2.45673 4.84613
F 4.10997 3.74798 5.22971
F 2.76843 2.09975 4.67922
F 4.66538 2.44081 3.64713
S 5.00002 1.46377 6.20452
O 4.99192 0.07143 5.72244
O 6.31892 2.14636 6.26666
O 4.23818 1.58682 7.42453

Atoms 1-6, force components in eV/Å:
C 0.0 0.9 -1.8
N 0.5 -2.2 1.1
C -0.5 1.9 -0.5
C 0.7 2.2 0.9
C -0.5 0.9 1.1
C 0.8 -0.1 -1.5